Record 1
Density functional theory data (wB97M-V/def2-TZVPD) for a 2-piece molecular cluster, C3H8O2P overall.

Structure (XYZ):
```
14
Properties=species:S:1:pos:R:3:forces:R:3
C -1.993 0.460 1.429 1.5 -0.2 -2.3
C 1.554 -1.563 0.317 -2.8 3.8 1.0
C -0.965 0.165 -1.189 0.4 1.3 -1.9
O 2.274 0.823 -0.398 -1.8 -4.0 -1.8
O 0.465 -1.212 0.935 2.6 -2.5 -1.8
P -0.505 0.450 0.553 -1.5 1.2 1.6
H -2.916 0.493 0.886 -0.6 -0.4 -0.1
H -1.932 1.106 2.251 0.0 0.6 1.5
H 2.403 -1.742 0.918 0.9 -1.0 0.8
H 2.710 1.558 -0.127 1.9 3.4 1.5
H 1.784 -1.199 -0.691 -0.5 -0.5 -0.1
H -0.647 -0.809 -1.613 -0.9 0.3 0.3
H -1.963 0.625 -1.524 1.0 -1.4 0.8
H -0.269 0.845 -1.746 -0.1 -0.4 0.5
```
Forces are in eV/Å.

Calculated values
**Charge**: -1
**Spin multiplicity**: 1
**Gap between HOMO and LUMO (spin up / spin down)**: 6.42 / 6.42 eV
**E_tot**: -16620.3679 eV
**Relative energy (zero: lowest compared OMol25 entry of this formula, charge and spin)**: 7.296 eV

Results of the natural (NBO) charge analysis, in e, for atoms 1 through 8: -1.142 0.207 -1.032 -1.290 -0.625 1.058 0.177 0.190

***

Record 2
Density functional theory data (wB97M-V/def2-TZVPD) for C7H14OPTi as an isolated structure.

Structure (XYZ):
```
24
Properties=species:S:1:pos:R:3:forces:R:3
C 1.050 0.412 -2.314 -4.5 2.2 4.1
C 0.479 -0.101 -3.423 -0.8 -0.7 -0.9
C -0.949 -0.001 -3.446 0.3 0.1 0.1
C -1.423 0.654 -2.261 -1.2 -0.5 -1.0
C -0.458 1.024 -1.409 5.8 -2.1 -2.2
Ti 1.860 -0.342 1.377 0.8 -0.1 -1.4
P 2.414 1.975 1.505 0.7 1.2 0.2
H 1.999 0.550 -1.863 0.9 0.1 -0.3
H 1.089 -0.556 -4.206 -0.4 0.0 0.0
H -1.598 -0.362 -4.258 0.4 0.3 0.5
H -0.335 1.525 -0.491 -0.4 0.7 0.8
H -2.476 0.865 -2.046 0.2 -0.2 -0.3
H 1.395 2.993 1.416 0.5 -0.4 0.0
H 3.386 2.594 0.637 -0.5 -0.1 0.3
H 2.994 2.397 2.755 -0.2 0.0 -0.5
C -1.516 -2.277 2.221 0.3 0.2 -0.5
C -0.862 -1.116 1.457 -1.1 -0.8 0.4
O 0.135 -0.492 2.289 -0.8 0.1 1.2
H -0.772 -3.022 2.522 -0.1 0.2 0.0
H -2.231 -2.767 1.559 0.0 0.0 0.1
H -2.052 -1.922 3.108 0.1 0.0 -0.1
H -0.327 -1.459 0.559 -0.2 0.2 0.1
H -1.599 -0.364 1.157 0.3 -0.2 -0.1
H -0.202 -0.208 3.154 -0.1 -0.1 -0.5
```
Forces are in eV/Å.

Calculated values
**Spin multiplicity**: 2
**Expectation value of S²**: 0.95
**Gap between HOMO and LUMO (spin up / spin down)**: 4.03 / 3.86 eV
**E_tot**: -41928.3088 eV
**Relative energy (zero: lowest compared OMol25 entry of this formula, charge and spin)**: 1.809 eV

Results of the natural (NBO) charge analysis, in e, for atoms 1 through 8: -0.400 -0.306 -0.369 -0.313 -0.395 0.770 -0.049 0.169

***

Record 3
Density functional theory data (wB97M-V/def2-TZVPD) for a single C4H7NO2 molecule.

Structure (XYZ):
```
14
Properties=species:S:1:pos:R:3:forces:R:3
C 1.259 -0.573 1.044 0.0 0.0 0.1
C 0.367 -0.708 -0.177 -0.1 -0.2 0.2
C -1.109 -0.337 0.117 0.1 -0.2 0.0
N -1.182 0.998 -0.435 0.1 0.1 -0.2
C -0.049 1.314 -1.168 0.0 0.2 -0.1
O 0.200 2.351 -1.721 -0.2 -0.5 0.0
O 0.799 0.247 -1.151 0.0 0.2 0.0
H 1.170 0.445 1.441 0.0 -0.1 0.0
H 2.309 -0.749 0.791 -0.2 0.0 0.0
H 0.959 -1.281 1.823 0.0 0.1 -0.1
H 0.441 -1.705 -0.623 0.1 0.2 0.0
H -1.285 -0.330 1.200 0.0 0.0 -0.2
H -1.826 -1.025 -0.346 0.2 0.1 0.0
H -2.054 1.353 -0.795 0.1 0.2 0.2
```
Forces are in eV/Å.

Calculated values
**Spin multiplicity**: 1
**Gap between HOMO and LUMO**: 10.85 eV
**Structure (SMILES)**: C[C@H]1CNC(=O)O1
**E_tot**: -9847.1590 eV
**Relative energy (zero: lowest compared OMol25 entry of this formula, charge and spin)**: 0.121 eV

Results of the natural (NBO) charge analysis, in e, for atoms 1 through 8: -0.629 0.084 -0.238 -0.655 0.876 -0.593 -0.494 0.217

***

Record 4
Density functional theory data (wB97M-V/def2-TZVPD) for a 6-piece molecular cluster, C33H82BrN5O3 overall.

Structure (XYZ):
```
124
Properties=species:S:1:pos:R:3:forces:R:3
C -4.809 0.954 5.904 0.2 1.1 -0.1
C -5.640 2.276 5.856 -0.1 -1.5 -0.2
C -7.172 2.051 6.005 0.0 0.5 0.3
C -7.532 1.413 7.342 -0.7 -0.7 0.0
N -9.050 1.106 7.613 1.3 -0.2 0.7
C -9.584 -0.115 6.761 -0.4 0.4 0.8
C -10.713 -0.789 7.614 0.4 2.0 -0.8
C -10.509 -0.224 9.012 -0.7 -0.7 1.3
C -9.220 0.619 9.069 -1.1 -0.8 -0.8
C -9.860 2.380 7.407 0.1 -1.6 -0.9
H -5.127 0.169 5.218 -0.2 0.0 0.2
H -4.703 0.622 6.936 -0.4 -0.4 -0.1
H -3.784 1.218 5.646 0.1 -0.1 -0.2
H -5.544 2.786 4.897 0.4 0.0 0.0
H -5.150 2.870 6.626 -0.7 0.5 0.1
H -7.559 1.464 5.172 0.3 -0.4 0.0
H -7.663 3.010 5.840 0.0 0.2 0.4
H -7.151 1.994 8.182 -0.3 0.2 0.0
H -7.057 0.434 7.415 0.0 0.0 0.0
H -10.013 0.273 5.837 0.5 0.0 -0.1
H -8.760 -0.809 6.595 0.1 0.4 -0.1
H -11.638 -0.354 7.236 -0.2 -0.6 -0.1
H -10.740 -1.878 7.590 0.2 0.3 -0.3
H -11.422 0.246 9.378 0.2 0.6 -0.2
H -10.467 -1.104 9.654 0.6 0.3 0.4
H -9.251 1.474 9.745 0.1 -0.1 -0.1
H -8.464 -0.112 9.353 0.6 0.6 -0.4
H -9.638 2.614 6.366 -0.5 0.4 0.2
H -9.586 3.205 8.065 0.2 -0.4 0.1
H -10.896 2.065 7.530 0.0 0.5 0.0
C 1.050 9.072 0.667 -0.1 0.6 -1.9
C 1.928 8.227 -0.319 0.0 -0.9 1.4
C 3.426 8.598 -0.257 0.2 0.2 1.2
C 4.117 8.451 1.145 0.4 -0.1 -0.6
N 5.649 8.805 1.101 0.4 -0.8 1.0
C 5.939 10.276 0.725 -0.7 -0.8 -0.7
C 6.717 10.220 -0.606 0.4 1.1 0.8
C 6.718 8.806 -1.091 -0.9 0.5 -1.0
C 6.473 7.937 0.083 0.0 -1.0 0.8
C 6.193 8.537 2.532 -0.9 0.6 -0.7
H 1.508 9.390 1.604 0.1 -0.4 -0.1
H 0.053 8.661 0.824 0.3 -0.4 0.3
H 0.821 9.978 0.107 0.1 0.4 0.3
H 1.601 8.228 -1.359 -0.1 0.8 0.0
H 1.735 7.182 -0.077 0.6 -0.3 0.3
H 3.460 9.647 -0.548 0.3 0.1 -0.1
H 4.055 8.038 -0.948 -0.4 -0.1 -0.2
H 4.067 7.444 1.561 0.2 -0.4 -0.6
H 3.660 8.991 1.975 0.2 0.8 -0.4
H 6.515 10.715 1.539 -0.2 0.0 -0.2
H 4.958 10.736 0.612 0.2 0.2 0.2
H 7.721 10.573 -0.371 0.0 0.1 -0.4
H 6.286 10.789 -1.430 0.1 0.6 0.5
H 7.574 8.686 -1.755 0.0 -0.8 0.4
H 5.816 8.744 -1.700 0.2 -0.3 -0.4
H 7.371 7.541 0.556 0.1 0.6 0.4
H 5.936 7.031 -0.199 -0.5 0.2 0.3
H 5.675 9.202 3.223 -0.1 0.1 -0.2
H 7.249 8.802 2.579 -0.1 -0.5 -0.2
H 5.920 7.521 2.819 0.5 0.0 -0.2
C -2.352 -1.440 -1.217 0.8 2.1 -0.7
N -2.052 -0.168 -2.114 -1.0 -0.2 -0.2
C -3.178 -0.175 -3.241 1.5 -0.3 1.0
C -2.283 1.177 -1.260 0.7 -0.9 -1.7
C -0.583 -0.236 -2.742 -1.8 -0.5 1.0
C -0.159 1.061 -3.319 1.6 0.3 -0.4
O -0.949 1.553 -4.360 -0.5 0.3 0.5
H -3.343 -1.234 -0.815 0.2 -0.4 0.2
H -1.551 -1.417 -0.477 -0.4 -0.2 0.3
H -2.309 -2.375 -1.775 0.0 0.4 -0.3
H -4.122 -0.210 -2.697 0.0 0.1 -0.2
H -3.009 -1.092 -3.806 -0.2 0.1 0.0
H -3.058 0.687 -3.897 -0.1 0.0 0.4
H -1.437 1.370 -0.602 -0.2 -0.5 0.1
H -3.253 1.208 -0.763 0.2 -0.7 0.0
H -2.302 1.984 -1.992 0.1 -0.1 -0.1
H -0.494 -1.010 -3.505 -0.9 -0.1 -0.1
H 0.095 -0.610 -1.974 -0.1 0.5 0.4
H 0.847 0.837 -3.671 0.3 0.0 -0.3
H 0.047 1.836 -2.581 -0.6 0.2 0.0
H -0.842 1.027 -5.156 0.2 -0.1 -0.3
C 7.006 -4.219 -0.983 0.8 0.5 -1.1
N 7.535 -4.323 -2.402 -2.0 -0.4 -1.3
C 8.789 -5.216 -2.540 -0.6 1.9 0.8
C 6.406 -5.054 -3.192 1.2 -0.4 0.8
C 7.614 -2.904 -3.091 1.3 -1.0 0.6
C 8.391 -1.845 -2.330 0.5 1.3 -0.3
O 9.744 -2.191 -2.226 0.5 -1.4 0.5
H 7.739 -3.659 -0.403 -0.1 -0.3 0.2
H 6.811 -5.228 -0.620 0.1 0.3 0.1
H 6.103 -3.619 -1.096 -0.1 -0.2 0.4
H 9.485 -4.702 -1.877 0.4 -0.4 -0.2
H 9.125 -5.174 -3.576 -0.1 -0.1 0.2
H 8.552 -6.218 -2.184 0.0 0.2 -0.2
H 6.789 -5.264 -4.190 -0.4 0.4 -0.1
H 5.452 -4.530 -3.134 0.3 0.2 -0.3
H 6.293 -6.016 -2.691 -0.1 0.0 0.0
H 6.595 -2.605 -3.336 0.2 0.0 0.1
H 8.204 -3.101 -3.986 -0.3 0.0 -0.2
H 7.983 -1.494 -1.382 -0.3 -0.5 0.3
H 8.471 -0.931 -2.919 -1.3 0.0 -0.6
H 10.280 -1.403 -2.113 0.1 0.0 0.0
C -0.300 -11.164 -4.323 -0.3 -0.1 -2.3
N -0.472 -10.640 -5.772 -0.8 -1.2 -1.4
C 0.850 -10.627 -6.579 -0.6 0.7 1.5
C -1.450 -11.616 -6.548 0.6 0.9 0.2
C -0.992 -9.166 -5.781 -0.3 -0.1 1.5
C -2.275 -8.799 -4.950 0.4 0.9 -0.9
O -3.489 -9.240 -5.503 0.2 -1.1 0.7
H -1.292 -11.004 -3.902 0.5 0.0 0.6
H 0.573 -10.702 -3.863 -0.5 0.3 0.2
H -0.113 -12.230 -4.457 0.0 0.1 0.3
H 0.653 -10.194 -7.559 0.0 0.0 0.2
H 1.357 -11.587 -6.673 -0.6 -0.2 0.2
H 1.444 -9.973 -5.941 0.5 0.1 -0.6
H -2.445 -11.541 -6.110 0.2 0.1 -0.3
H -1.118 -12.653 -6.589 0.4 0.1 0.9
H -1.407 -11.346 -7.603 -0.4 0.6 0.2
H -1.048 -8.765 -6.793 -0.1 -0.5 0.0
H -0.211 -8.635 -5.237 0.3 0.1 -0.3
H -2.425 -7.719 -4.955 1.0 0.4 -0.6
H -2.148 -8.909 -3.874 -0.1 -1.0 0.1
H -3.759 -9.960 -4.929 -0.7 -0.2 -0.3
Br 1.499 -3.292 -8.678 0.0 0.0 0.5
```
Forces are in eV/Å.

Calculated values
**Charge**: +4
**Spin multiplicity**: 1
**Gap between HOMO and LUMO**: 4.05 eV
**E_tot**: -119148.8047 eV
**Relative energy (zero: lowest compared OMol25 entry of this formula, charge and spin)**: 2.749 eV

Results of the Mulliken charge analysis, in e, for atoms 1 through 8: -1.203 -0.634 -0.625 -0.659 0.191 -0.550 -0.446 -0.733